No. 1
{"formula": "ClHNO2P", "method": "wB97M-V/def2-TZVPD", "molar_mass_g_mol": 113.44, "e_homo_ev": -10.3, "orbital_gap_ev": 9.13, "smiles": "O=[N+]([O-])PCl", "elements": ["N", "O", "O", "P", "Cl", "H"], "coordinates": [[-0.11393, 0.79106, 0.06829], [1.15504, 1.38986, -0.02710], [-1.13504, 1.36250, 0.23989], [0.17027, -0.79016, -0.54673], [-1.36526, -1.93715, 0.01813], [1.28892, -0.81610, 0.24753]]}

=====

No. 2
{"formula": "ClHNO2S", "method": "wB97M-V/def2-TZVPD", "molar_mass_g_mol": 114.53, "charge": -1, "e_homo_ev": [-4.8, -4.8], "orbital_gap_ev": [6.95, 6.93], "elements": ["N", "O", "O", "S", "Cl", "H"], "coordinates": [[-0.72457, 0.92253, 0.79190], [1.81185, -0.26132, -1.18690], [3.76856, -1.72535, -0.61218], [2.66617, -0.87348, -0.09816], [3.76358, 0.89758, 0.64574], [0.17228, 0.40942, 0.81942]]}

=====

No. 3
{"formula": "ClHNO2S", "method": "wB97M-V/def2-TZVPD", "molar_mass_g_mol": 114.53, "charge": -1, "e_homo_ev": [-4.6, -4.5], "orbital_gap_ev": [6.76, 6.78], "elements": ["N", "O", "O", "S", "Cl", "H"], "coordinates": [[-0.95599, 0.72016, -0.16071], [0.90725, -2.56524, -0.22534], [-1.44421, -2.97833, -0.73075], [-0.48169, -2.28859, 0.10846], [-0.74877, -3.29904, 2.12344], [0.06281, 0.64418, -0.08302]]}

=====

No. 4
{"formula": "ClHNO3P", "method": "wB97M-V/def2-TZVPD", "molar_mass_g_mol": 129.44, "charge": -2, "e_homo_ev": 1.2, "orbital_gap_ev": 5.46, "elements": ["N", "O", "O", "O", "P", "Cl", "H"], "coordinates": [[-0.98803, -0.51595, -1.51582], [1.73885, -1.00447, 0.95207], [0.05492, 0.71988, 1.84491], [1.63399, 1.33795, -0.08057], [1.01327, 0.28805, 0.78531], [-2.42848, -1.25791, -0.87652], [-1.02451, 0.43244, -1.10938]]}

=====

No. 5
{"formula": "ClHNO3P", "method": "wB97M-V/def2-TZVPD", "molar_mass_g_mol": 129.44, "charge": -2, "e_homo_ev": 1.6, "orbital_gap_ev": 5.14, "elements": ["N", "O", "O", "O", "P", "Cl", "H"], "coordinates": [[2.23252, -0.83330, -0.08681], [-1.89848, -0.72718, 1.09241], [-2.02363, -0.35572, -1.43940], [-1.47241, 1.64948, 0.14832], [-1.74824, 0.20486, -0.08454], [3.50756, 0.25028, -0.02427], [1.40269, -0.18842, 0.39430]]}

=====

No. 6
{"formula": "ClHNO3P", "method": "wB97M-V/def2-TZVPD", "molar_mass_g_mol": 129.44, "e_homo_ev": -10.2, "orbital_gap_ev": 9.44, "smiles": "O=PCl.O=NO", "elements": ["N", "O", "O", "O", "P", "Cl", "H"], "coordinates": [[-1.52341, 0.32371, -0.26059], [-1.60203, -1.02642, 0.10887], [1.97688, 1.72688, -0.61598], [-0.48118, 0.74684, 0.12464], [1.85687, 0.94353, 0.57449], [2.06170, -1.05292, 0.14286], [-2.28883, -1.66161, -0.07429]]}

=====

No. 7
{"formula": "ClHNOPS", "method": "wB97M-V/def2-TZVPD", "molar_mass_g_mol": 129.51, "e_homo_ev": -9.5, "orbital_gap_ev": 9.13, "smiles": "O=PNSCl", "elements": ["N", "O", "P", "S", "Cl", "H"], "coordinates": [[0.27520, -0.24503, 0.08480], [1.82772, 1.63304, -0.33988], [0.53860, 1.42796, 0.28919], [-1.17228, -1.09638, 0.70328], [-2.44920, -0.76299, -0.77553], [0.97997, -0.95659, 0.03814]]}

=====

No. 8
{"formula": "ClHO3S", "method": "wB97M-V/def2-TZVPD", "molar_mass_g_mol": 116.52, "e_homo_ev": [-11.7, -11.7], "orbital_gap_ev": [6.81, 6.84], "elements": ["O", "O", "O", "S", "Cl", "H"], "coordinates": [[-0.95977, -1.09736, 0.44279], [-0.25629, 0.00183, -1.50792], [0.78504, 0.75862, 0.59743], [-0.37609, 0.08357, -0.11039], [2.07233, -1.01588, 0.31336], [-1.26522, 1.26922, 0.26472]]}

=====

No. 9
{"formula": "ClHg4O16S3", "method": "wB97M-V/def2-TZVPD", "molar_mass_g_mol": 1190.00, "charge": 1, "e_homo_ev": -12.0, "orbital_gap_ev": 3.38, "elements": ["Hg", "Hg", "Hg", "Hg", "S", "O", "O", "O", "O", "S", "O", "O", "O", "O", "S", "O", "O", "O", "O", "Cl", "O", "O", "O", "O"], "coordinates": [[0.74185, -1.64630, 2.24773], [-1.48113, 1.78355, -2.22019], [0.81760, -3.57163, -1.43467], [2.93191, 1.06921, -2.39724], [0.14258, -0.31558, -0.67697], [-1.22749, 0.32655, -0.50928], [0.88709, -0.34576, 0.59336], [0.01348, -1.70322, -1.09800], [0.89409, 0.34783, -1.73015], [1.40335, 3.87118, -2.97755], [1.33858, 4.03172, -4.39067], [2.72885, 3.25511, -2.57404], [1.40257, 5.07532, -2.17242], [0.28616, 3.08709, -2.47842], [-1.05029, -4.10335, 1.10642], [-2.03895, -3.13734, 1.47237], [-1.27992, -4.99793, -0.01564], [0.20268, -3.33064, 0.79804], [-0.83855, -4.82056, 2.41888], [-1.22604, 1.06406, 3.16789], [-2.09089, 1.09350, 4.31734], [0.13082, 0.67533, 3.49829], [-1.62559, -0.09010, 2.36730], [-1.06276, 2.38195, 2.68762]]}

=====

No. 10
{"formula": "ClN2O10Tl", "method": "wB97M-V/def2-TZVPD", "molar_mass_g_mol": 427.84, "e_homo_ev": -9.5, "orbital_gap_ev": 2.19, "elements": ["Tl", "N", "O", "O", "O", "N", "O", "O", "O", "Cl", "O", "O", "O", "O"], "coordinates": [[0.48701, -3.22218, -2.02985], [-2.31242, -1.56546, -3.88996], [-2.31001, -1.41428, -5.10954], [-1.31107, -1.31544, -3.19694], [-3.34039, -1.97842, -3.35571], [0.86365, 0.19947, -0.30675], [2.06484, 0.23372, -0.16194], [0.28145, -0.60140, -1.05093], [0.13375, 0.90682, 0.40721], [1.07820, 1.73692, 3.70121], [1.00246, 1.33531, 5.09317], [2.27565, 1.19361, 3.12348], [-0.13098, 1.31674, 3.06969], [1.21785, 3.17458, 3.70686]]}

=====

No. 11
{"formula": "ClN2O6Tl", "method": "wB97M-V/def2-TZVPD", "molar_mass_g_mol": 363.84, "e_homo_ev": -9.1, "orbital_gap_ev": 3.85, "elements": ["Tl", "N", "O", "O", "O", "N", "O", "O", "O", "Cl"], "coordinates": [[2.75076, -2.48503, -2.51267], [-1.50646, 0.37315, 1.82409], [-2.31712, 0.06853, 0.92045], [-1.88947, 1.06743, 2.73508], [-0.33460, -0.00486, 1.74474], [0.08310, 0.44358, -1.23293], [0.08483, 1.63539, -1.48357], [1.02200, -0.27843, -1.75575], [-0.69333, -0.16991, -0.51444], [2.80030, -0.64986, 0.27500]]}

=====

No. 12
{"formula": "ClNO3", "method": "wB97M-V/def2-TZVPD", "molar_mass_g_mol": 97.46, "e_homo_ev": [-9.6, -9.0], "orbital_gap_ev": [9.11, 7.49], "elements": ["N", "O", "O", "O", "Cl"], "coordinates": [[-0.87051, 0.35248, -0.00009], [0.78592, -1.15361, 0.01291], [-1.87279, -0.13719, -0.00583], [-0.09967, 1.23798, -0.00330], [2.05705, -0.29967, -0.00369]]}

=====

No. 13
{"formula": "ClNa7O4", "method": "wB97M-V/def2-TZVPD", "molar_mass_g_mol": 260.38, "charge": 6, "e_homo_ev": -30.3, "orbital_gap_ev": 10.30, "elements": ["Na", "Na", "Na", "Na", "Na", "Na", "Na", "Cl", "O", "O", "O", "O"], "coordinates": [[-0.30470, -3.74812, 0.75046], [2.67680, 2.45037, -2.22173], [2.46180, -1.79931, -2.22878], [-0.36133, -1.41490, 3.42206], [-1.20619, -2.05286, -2.77583], [-0.05091, 3.27782, 3.22748], [-3.87360, 1.76480, -0.86310], [0.10419, 0.32226, 0.13374], [-0.03188, 0.62136, 1.56011], [1.10305, 1.19522, -0.42911], [0.65537, -1.05636, -0.01863], [-1.17261, 0.43971, -0.55665]]}

=====

No. 14
{"formula": "ClNi", "method": "wB97M-V/def2-TZVPD", "molar_mass_g_mol": 94.15, "charge": 1, "e_homo_ev": [-17.7, -17.4], "spin_multiplicity": 3, "orbital_gap_ev": [9.90, 8.09], "s_squared": 2.008, "elements": ["Ni", "Cl"], "coordinates": [[0.01340, 0.96940, 0.16041], [-0.01340, -0.96940, -0.16041]]}

=====

No. 15
{"formula": "ClNi2", "method": "wB97M-V/def2-TZVPD", "molar_mass_g_mol": 152.84, "charge": 4, "e_homo_ev": [-35.8, -35.3], "spin_multiplicity": 6, "orbital_gap_ev": [12.39, 7.46], "s_squared": 8.756, "elements": ["Ni", "Ni", "Cl"], "coordinates": [[0.04385, -0.54590, 2.18145], [-0.69163, 0.28998, -2.08720], [0.64778, 0.25591, -0.09424]]}

=====

No. 16
{"formula": "ClO4Pb", "method": "wB97M-V/def2-TZVPD", "molar_mass_g_mol": 306.65, "charge": 2, "e_homo_ev": [-21.6, -21.4], "spin_multiplicity": 2, "orbital_gap_ev": [8.48, 6.91], "s_squared": 0.762, "elements": ["Pb", "Cl", "O", "O", "O", "O"], "coordinates": [[0.36137, -1.68486, 2.09361], [-0.08982, 0.43055, -0.45865], [-0.50445, 1.22799, 0.56687], [-0.24705, 0.73166, -1.77088], [1.21603, 0.12221, -0.07549], [-0.73608, -0.82755, -0.35547]]}

=====

No. 17
{"formula": "ClPS2", "method": "wB97M-V/def2-TZVPD", "molar_mass_g_mol": 130.56, "e_homo_ev": -8.6, "orbital_gap_ev": 6.50, "elements": ["P", "S", "S", "Cl"], "coordinates": [[-1.56012, 0.05131, -0.57281], [-0.17275, 0.86451, -1.55833], [0.08652, -0.60871, 1.62322], [1.64635, -0.30711, 0.50792]]}

=====

No. 18
{"formula": "ClPt", "method": "wB97M-V/def2-TZVPD", "molar_mass_g_mol": 230.53, "charge": 1, "e_homo_ev": [-17.8, -17.4], "spin_multiplicity": 3, "orbital_gap_ev": [9.19, 7.21], "s_squared": 2.012, "elements": ["Pt", "Cl"], "coordinates": [[-0.07530, 11.00890, -22.33196], [1.38541, 11.46865, -24.20780]]}

=====

No. 19
{"formula": "ClZn", "method": "wB97M-V/def2-TZVPD", "molar_mass_g_mol": 100.84, "charge": 1, "e_homo_ev": -18.4, "orbital_gap_ev": 9.82, "elements": ["Zn", "Cl"], "coordinates": [[0.14366, -0.81335, -0.01026], [-0.14366, 0.81335, 0.01026]]}

=====

No. 20
{"formula": "ClZn2", "method": "wB97M-V/def2-TZVPD", "molar_mass_g_mol": 166.23, "charge": 3, "e_homo_ev": -25.0, "orbital_gap_ev": 6.05, "elements": ["Zn", "Zn", "Cl"], "coordinates": [[6.71328, 1.48521, -4.07764], [4.61411, -3.01881, -6.22681], [5.75547, -0.67709, -5.15332]]}